{
  "formula": "C29H62AgBr2O17S3",
  "method": "wB97M-V/def2-TZVPD",
  "total_charge": -1,
  "largest_force_ev_per_a": 4.25,
  "total_energy_ev": -242478.3978,
  "relative_energy_kcal_mol": 0.0,
  "spin_multiplicity": 1,
  "e_homo_ev": -6.43,
  "symbols": ["C", "O", "H", "C", "O", "H", "H", "C", "H", "H", "C", "H", "H", "H", "H", "H", "C", "H", "C", "H", "Br", "H", "H", "O", "H", "Br", "C", "O", "C", "O", "C", "C", "C", "C", "O", "H", "H", "C", "H", "H", "H", "O", "O", "H", "H", "H", "H", "O", "H", "H", "H", "C", "H", "O", "O", "C", "H", "C", "H", "H", "O", "C", "C", "H", "H", "H", "S", "H", "C", "H", "H", "H", "H", "H", "H", "S", "H", "H", "H", "H", "H", "C", "C", "H", "O", "C", "O", "H", "C", "O", "H", "C", "Ag", "H", "H", "H", "C", "H", "H", "H", "O", "H", "C", "H", "H", "C", "O", "C", "H", "C", "H", "H", "H", "S"],
  "xyz": [[-5.681403, 1.687139, 0.679477], [2.945670, 2.574196, 0.051829], [-5.340587, 2.026110, 3.427493], [0.452624, 2.733832, -4.734193], [3.367960, 4.476499, 5.488888], [5.355031, 0.074829, 1.716530], [-2.851886, -2.232993, -1.254652], [2.057500, -4.957915, 1.927444], [4.982734, -1.404403, -3.126335], [-4.237891, -0.816083, -2.441393], [2.174742, -3.731957, 1.016724], [0.112428, -3.598941, 0.287118], [3.122828, -3.792908, 0.481475], [-0.551711, -2.606844, -2.074153], [1.179142, -3.761682, -1.042865], [-6.867247, 1.244559, 3.905328], [2.403770, -2.662777, -3.929489], [-3.056955, -3.917872, 1.841788], [-1.309023, 1.456992, -5.968024], [-5.991777, -0.951901, 2.882974], [-0.796425, 4.826112, 1.344612], [-1.196135, -1.465251, 4.391592], [3.381382, -3.984489, -2.708077], [4.898487, 0.528250, -0.210450], [-2.969750, 0.456900, -2.625442], [0.462091, 0.477398, 0.775247], [2.619396, 1.464109, 5.659271], [-1.087903, -2.375258, -4.615092], [-0.131538, -1.161348, 4.289616], [-3.000749, 3.300576, -0.398588], [-1.518669, -1.790962, -3.726743], [-2.252806, -3.245432, 2.144179], [2.810265, 2.894087, 3.546347], [2.759981, 1.465158, 4.104044], [1.095769, 4.729276, 4.423929], [2.297669, 0.507954, 6.062277], [0.721980, 3.181720, -3.764463], [-6.760574, 1.689348, 1.787063], [3.207297, 4.401550, -0.843810], [-0.921650, 1.301341, -3.781728], [-4.546022, -0.199013, 3.536966], [-5.142117, -0.856688, 0.423428], [1.499215, -7.227813, 1.318211], [1.934515, 0.939075, 3.609465], [1.772183, 0.956053, -4.560730], [-2.018807, 0.629076, -5.909141], [4.301861, -3.720476, -4.191780], [0.525493, 1.489528, -7.770235], [4.831038, -2.484090, -1.742118], [1.320321, -4.679323, 2.685413], [2.952048, -5.319583, 2.431603], [1.620554, 2.603236, 6.034870], [-1.609926, 2.170200, -6.732424], [2.099541, -1.582188, -3.168966], [-2.722380, -1.136347, -3.804024], [2.536634, 3.533262, -0.931401], [-1.445205, 2.803064, -1.642432], [4.303255, -2.091268, -2.616063], [2.252235, 2.057136, -5.873754], [3.619855, -0.055430, 1.421568], [1.746912, -3.044650, -4.817086], [1.475442, -6.047217, 1.093026], [-6.084168, 1.278982, 3.144598], [2.643668, 3.190288, -1.976660], [0.420712, -1.564613, 5.145493], [2.042758, -2.775122, 1.489042], [0.304110, 0.816836, -6.521997], [-0.539569, -3.348541, 3.057095], [3.034720, -1.366824, -2.118245], [-2.019156, -0.669616, -0.710844], [-3.058082, 2.721041, -2.399620], [4.376228, 1.372088, -0.234038], [-7.527623, 0.951531, 1.527053], [-2.753497, -2.465565, 2.715774], [0.506393, -1.213361, 2.380284], [2.200357, 3.940542, 4.868296], [1.698397, 2.938368, 7.066553], [3.774803, 3.246346, 3.155576], [-7.286516, 2.645340, 1.797757], [-1.785445, -2.796540, 1.258750], [-2.271047, 4.323740, -2.123118], [3.704113, -3.212926, -3.414892], [4.601042, -0.215341, 0.973790], [-1.721007, 2.749452, -4.187465], [0.478824, -1.794712, 3.189366], [-3.167033, -0.626167, -2.563212], [-1.292959, -3.954454, 2.879532], [3.589852, 1.688438, 6.097464], [-0.960451, 2.066438, -4.575127], [-3.347020, 0.642730, 1.424489], [0.452153, 3.620978, -5.386533], [1.070944, -4.057451, 0.003315], [-1.475312, 2.175566, 1.603887], [4.751218, -1.259134, 0.690478], [-0.336688, -0.805686, -2.240953], [2.178580, 1.987461, 0.209678], [-2.422529, 3.312052, -1.732232], [-0.150669, -0.073322, 4.378301], [2.655877, -1.815895, -1.201974], [0.578718, 2.361742, 5.814603], [0.903619, -5.496959, 0.034030], [3.154523, -0.299950, -1.967394], [-1.020081, -1.654137, -2.336720], [-6.178083, 1.413995, -0.252746], [2.095724, 3.050273, 2.730821], [1.399952, 1.656333, -5.316107], [0.458339, -0.567372, -6.279892], [-5.397068, -0.041854, 2.878488], [3.582086, 0.815875, 3.796682], [-2.305588, -1.321750, -1.537458], [-2.542561, 4.079033, 0.025844], [1.491727, 3.796846, -0.769301], [-4.987682, 2.519224, 0.535626], [-4.710324, 0.260273, 1.189744]],
  "atomic_forces_ev_per_a": [[-0.405, -0.837, 0.345], [-0.214, -0.022, -0.505], [-0.076, 0.037, 0.030], [-0.348, 0.320, 0.625], [0.837, 1.106, 0.718], [-0.121, -0.333, 0.219], [0.433, 0.246, 0.425], [0.069, 0.914, 1.004], [-0.221, -0.200, -0.256], [0.212, 0.063, -0.080], [0.349, -1.336, -1.170], [0.145, -0.234, 0.257], [0.227, 0.359, 0.091], [0.160, 0.427, 0.183], [0.616, -0.139, 0.135], [0.268, -0.126, 0.140], [1.483, 0.655, 0.939], [0.250, -0.200, -0.140], [0.506, -0.466, 1.198], [-0.334, 0.236, -0.272], [-0.244, -0.593, 0.067], [0.466, -0.026, -0.102], [0.144, -0.230, -0.001], [-0.855, 0.652, -0.108], [-0.301, -0.137, 0.443], [-0.149, -0.079, 0.084], [-0.530, 0.799, -0.390], [1.469, -2.101, -3.387], [-0.659, -0.756, 1.019], [0.378, 1.243, -0.868], [-1.782, 1.836, 2.766], [-0.045, 0.101, -0.444], [-0.592, -0.156, -0.517], [-0.249, -0.939, -0.047], [-0.124, 0.535, 0.121], [-0.088, -0.159, -0.169], [0.382, -0.599, -0.146], [0.399, 0.498, 0.283], [-0.455, -0.154, 0.171], [0.252, -0.111, -0.516], [0.130, -0.008, -0.095], [0.453, -1.142, -1.344], [-0.131, 0.159, -0.249], [-0.327, 0.258, 0.399], [-0.375, -0.083, -0.196], [0.142, 0.009, -0.001], [-0.287, 0.492, 0.320], [0.287, -0.323, -1.069], [0.206, 0.163, -0.154], [-0.027, -0.432, 0.188], [0.051, 0.256, -0.070], [0.849, -0.227, -1.230], [0.030, 0.157, 0.234], [-1.119, 0.593, -0.118], [-0.756, -0.172, -1.289], [0.380, 0.081, -0.114], [-0.192, 0.253, -0.383], [0.353, 0.365, 1.352], [-0.297, -0.014, 0.019], [-0.240, 0.037, -0.382], [-1.176, -0.682, -1.464], [0.271, -0.213, 0.654], [-1.271, 0.521, -0.662], [0.021, -0.326, 0.357], [-0.322, 0.266, 0.201], [0.038, 0.245, 0.216], [0.353, 1.899, 1.296], [-0.543, -0.175, -0.224], [0.620, -0.254, -0.493], [-0.494, -0.343, 0.294], [-0.012, 0.232, 0.154], [0.273, -0.833, 0.320], [0.207, -0.084, 0.056], [0.115, 0.370, 0.234], [-0.265, -0.242, 0.806], [-0.463, -1.710, 0.445], [0.168, 0.246, -0.130], [-0.176, -0.049, 0.648], [0.204, 0.066, 0.312], [-0.349, 0.091, -0.041], [-0.165, -0.126, 0.103], [0.207, -0.877, -0.216], [1.043, 0.531, -0.393], [0.132, 0.209, -0.494], [0.251, 0.771, -1.190], [0.443, 0.917, -0.231], [0.532, -0.105, 0.504], [0.052, 0.098, 0.093], [0.310, 0.288, -0.579], [0.825, -0.141, -0.518], [-0.412, -0.452, -0.191], [-1.126, 0.177, 0.173], [0.549, 0.579, -0.383], [-0.190, -0.077, 0.343], [0.242, -0.326, -0.125], [0.246, 0.084, 0.069], [0.262, -0.858, 0.964], [0.534, 0.093, -0.689], [-0.089, -0.018, 0.157], [0.119, -0.024, -0.178], [-0.459, 0.273, -1.246], [0.048, 0.023, 0.019], [-0.530, -0.051, 1.019], [0.446, 0.048, -0.120], [0.055, -0.256, 0.071], [-0.725, 0.613, 0.309], [-0.137, -1.441, -0.582], [0.694, 0.620, -0.411], [0.431, 0.472, 0.123], [0.644, -0.352, 0.140], [-0.401, -0.802, 0.138], [0.054, 0.328, 0.076], [-0.317, 0.152, 0.344], [-1.150, 0.089, 1.960]],
  "mulliken_charge": [-0.61, -0.37, 0.26, -0.63, -0.68, 0.39, 0.08, -0.38, 0.33, 0.34, 0.03, -0.67, 0.18, -0.08, -0.19, 0.39, 0.29, 0.38, -0.92, 0.35, -0.79, 0.18, 0.13, -0.59, -0.17, 0.01, -0.88, -0.47, -0.58, -0.36, 0.25, -0.12, -0.49, 0.49, -0.60, 0.41, 0.15, -0.67, 0.31, -0.46, 0.27, -0.70, -0.64, -0.45, -0.17, 0.37, 0.37, -0.74, 0.34, 0.05, 0.40, -0.76, 0.44, -0.04, -0.47, -0.50, 0.19, -0.46, 0.51, -0.13, -0.50, 0.45, -0.57, 0.12, 0.25, 0.12, 1.07, 0.32, 0.48, -0.35, 0.23, 0.43, 0.28, 0.09, -0.10, 1.10, 0.43, 0.35, 0.40, -0.08, 0.40, -0.49, -0.28, 0.28, -0.28, 0.04, -0.59, 0.38, 0.42, -0.26, 0.36, 1.13, 0.66, 0.20, -0.17, -0.04, -0.64, 0.17, -0.58, 0.29, -0.41, 0.10, 0.62, 0.31, 0.20, -0.24, -0.48, -0.76, 0.23, 0.26, 0.04, 0.16, 0.25, 1.07]
}